[1]
Computed, not measured: C8H10N2 in the gas phase, with ωB97M-V/def2-TZVPD.

Structure (XYZ):
```
20
Properties=species:S:1:pos:R:3:nbo_charge:R:1
C 2.31 0.83 -0.49 -0.407
C 1.46 1.00 -1.77 -0.388
C 0.28 0.03 -1.87 -0.451
C -0.51 -0.37 -0.58 0.193
C -2.08 -1.38 0.69 -0.018
C -1.43 -0.94 1.88 -0.021
C 0.03 0.24 0.67 0.184
C 1.30 1.21 0.66 -0.434
H 2.63 -0.20 -0.30 0.212
H 3.13 1.55 -0.65 0.219
H 2.00 0.98 -2.65 0.213
H 0.91 1.98 -1.80 0.198
H -0.39 0.37 -2.69 0.228
H 0.50 -0.96 -2.29 0.221
H -3.02 -1.81 0.87 0.195
H -1.84 -1.05 2.90 0.202
H 0.84 2.22 0.54 0.214
H 1.73 1.28 1.69 0.233
N -1.66 -1.07 -0.56 -0.389
N -0.44 -0.08 1.87 -0.405
```

net charge	0
frontier orbital gap	9.71	eV
2S+1	1
ΔE to the lowest compared entry with this formula, charge and spin	8.9	kcal per mole
SMILES string	c1cnc2c(n1)CCCC2

[2]
Computed, not measured: C8H10N2 in the gas phase, with ωB97M-V/def2-TZVPD.

Structure (XYZ):
```
20
Properties=species:S:1:pos:R:3:nbo_charge:R:1
C 0.07 2.85 0.07 -0.380
C -0.38 2.11 -1.01 -0.213
C 0.18 0.77 -1.43 -0.273
C 1.41 -0.62 0.17 0.048
C 1.43 -1.56 1.13 -0.336
C 0.24 -2.11 1.71 -0.178
C -0.96 -1.93 1.14 -0.226
C -0.99 -1.04 -0.10 0.409
H -0.69 3.62 0.38 0.216
H 1.00 2.64 0.64 0.210
H -1.44 2.40 -1.44 0.212
H 1.27 0.88 -1.75 0.221
H -0.43 0.36 -2.30 0.217
H 2.30 -0.09 -0.26 0.212
H 2.46 -1.84 1.22 0.227
H 0.29 -2.76 2.60 0.217
H -1.76 -2.35 1.65 0.227
H -2.02 -0.18 -1.35 0.308
N 0.17 -0.22 -0.34 -0.423
N -2.15 -0.95 -0.72 -0.696
```

net charge	0
frontier orbital gap	8.57	eV
2S+1	1
ΔE to the lowest compared entry with this formula, charge and spin	49.2	kcal per mole
SMILES string	[H]/N=c1/ccccn1CC=C

[3]
Computed, not measured: 2 unconnected molecules or ions with the total composition C8H10N2O2, with ωB97M-V/def2-TZVPD.

Structure (XYZ):
```
22
Properties=species:S:1:pos:R:3:nbo_charge:R:1
C 0.77 -1.14 2.28 -0.294
C 1.62 -1.40 1.14 -0.509
C -0.53 -1.09 2.13 -0.349
C -0.84 -0.32 -0.15 -0.365
C 1.56 -0.77 -0.12 0.022
C 0.44 0.05 -0.42 0.034
C -1.04 -1.51 0.75 -0.487
C -0.10 1.88 -1.99 -0.398
N 0.73 1.36 -0.96 -0.664
N 3.92 0.34 -0.94 0.290
O 4.81 -0.41 -1.51 -0.603
O 3.57 1.42 -1.51 -0.609
H 1.43 -0.97 3.20 0.150
H 2.53 -1.93 1.49 0.176
H -1.18 -0.69 2.94 0.154
H -1.75 0.23 -0.61 0.168
H -0.55 -2.46 0.54 0.212
H -2.07 -1.62 0.87 0.168
H -1.13 2.29 -1.72 0.148
H 0.48 2.59 -2.62 0.180
H -0.42 1.22 -2.77 0.148
H 1.76 1.40 -1.23 0.428
```

net charge	-2
frontier orbital gap (spin up / spin down)	2.86 / 6.16	eV
2S+1	3
ΔE to the lowest compared entry with this formula, charge and spin	0.0	kcal per mole

[4]
Computed, not measured: 2 unconnected molecules or ions with the total composition C8H10N2O2S, with ωB97M-V/def2-TZVPD.

Structure (XYZ):
```
23
Properties=species:S:1:pos:R:3:nbo_charge:R:1
C -2.39 -0.18 0.86 -0.659
C -1.24 0.88 1.35 -0.067
C -0.86 0.91 2.88 -0.235
C 0.02 1.92 3.16 -0.293
C -0.33 1.54 0.73 -0.216
C -0.07 1.40 -0.72 -0.025
C 0.54 -1.98 -1.41 0.687
C 0.33 -1.81 -2.98 -0.151
H -3.40 0.35 0.99 0.247
H -2.28 -1.26 1.34 0.242
H -2.07 -0.15 -0.19 0.234
H -1.45 0.45 3.62 0.221
H 0.62 2.08 4.03 0.224
H 0.46 2.18 -1.45 0.225
H -0.30 -0.83 0.45 0.419
H 1.19 -1.03 -3.14 0.186
H -0.66 -1.45 -3.35 0.219
H 1.70 -3.57 -2.89 0.442
N 0.17 0.25 -1.22 -0.222
N 0.00 -0.92 -0.53 -0.512
O 1.29 -2.94 -0.95 -0.590
O 0.40 -3.02 -3.56 -0.661
S 0.96 2.47 1.61 0.284
```

net charge	0
frontier orbital gap	9.15	eV
2S+1	1
ΔE to the lowest compared entry with this formula, charge and spin	195.7	kcal per mole

[5]
Computed, not measured: a gas-phase ion, C8H10N2O3 (charge +2), with ωB97M-V/def2-TZVPD.

Structure (XYZ):
```
23
Properties=species:S:1:pos:R:3:nbo_charge:R:1
C -0.09 -2.32 -2.20 0.528
C 1.76 1.65 -1.32 0.440
C -0.34 -1.80 0.92 -0.450
C 0.48 -1.03 1.99 -0.069
C -1.52 1.23 -0.71 -0.117
C -0.25 1.67 0.04 -0.024
C -0.48 -0.81 -0.25 0.351
C 0.66 0.35 0.20 0.413
N -0.12 -1.45 -1.47 -0.232
N 1.65 0.57 -0.86 -0.353
O 1.28 -0.05 1.34 -0.441
O -1.66 -0.17 -0.35 -0.448
O 0.45 2.60 -0.69 -0.519
H -0.01 -2.87 -3.13 0.325
H 2.36 2.24 -2.11 0.325
H 0.11 -2.72 0.60 0.242
H -1.29 -2.11 1.33 0.283
H -0.24 -0.65 2.62 0.206
H 1.21 -1.74 2.42 0.251
H -2.42 1.76 -0.33 0.267
H -1.48 1.24 -1.69 0.191
H -0.48 1.85 1.16 0.277
H -0.30 2.87 -1.25 0.554
```

net charge	+2
frontier orbital gap	9.95	eV
2S+1	1
ΔE to the lowest compared entry with this formula, charge and spin	21.3	kcal per mole

[6]
Computed, not measured: a molecular structure, C8H10N2O3S, with ωB97M-V/def2-TZVPD.

Structure (XYZ):
```
24
Properties=species:S:1:pos:R:3:nbo_charge:R:1
C -1.01 -3.44 0.64 -0.238
C -1.29 -2.66 -0.46 -0.198
C -0.31 -2.82 1.71 -0.146
C -0.91 -1.28 -0.49 -0.185
C 0.12 -1.45 1.69 -0.168
C -0.21 -0.72 0.54 -0.210
C 2.13 2.22 2.06 0.514
C 1.25 2.20 -1.88 -0.415
N 1.10 0.89 -1.34 -0.841
N 1.76 1.22 1.19 -0.441
O 3.07 2.20 2.78 -0.533
O 2.39 0.06 0.81 -0.677
O -0.56 1.94 0.20 -0.912
S 0.51 0.98 0.17 2.139
H -1.36 -4.44 0.66 0.227
H -1.98 -2.94 -1.33 0.213
H -0.03 -3.39 2.57 0.207
H -1.01 -0.63 -1.34 0.229
H 0.83 -1.09 2.44 0.238
H 1.25 2.91 1.93 0.119
H 1.91 2.13 -2.71 0.223
H 0.24 2.55 -2.28 0.210
H 1.52 2.74 -1.06 0.191
H 1.96 0.26 -1.45 0.456
```

net charge	0
frontier orbital gap (spin up / spin down)	6.06 / 5.38	eV
2S+1	3
ΔE to the lowest compared entry with this formula, charge and spin	0.0	kcal per mole

[7]
Computed, not measured: C8H10N2OS in the gas phase, with ωB97M-V/def2-TZVPD.

Structure (XYZ):
```
22
Properties=species:S:1:pos:R:3:nbo_charge:R:1
C 0.59 -0.09 -0.90 -0.206
C 1.67 1.33 0.69 -0.198
C 1.65 -0.97 -0.85 -0.279
C 2.70 0.46 0.80 -0.307
C 0.58 1.08 -0.09 0.089
C 2.69 -0.71 0.07 0.304
C -1.62 2.05 0.09 0.321
C -2.81 -1.70 -0.45 -0.737
N -2.53 1.03 0.44 -0.791
N -0.44 2.10 -0.24 -0.479
O 3.65 -1.68 0.23 -0.660
S -3.02 -0.74 1.12 0.336
H -0.32 -0.04 -1.57 0.220
H 1.72 2.33 1.20 0.223
H 1.84 -1.90 -1.35 0.230
H 3.48 0.68 1.52 0.208
H -2.27 2.92 0.02 0.177
H -1.94 -2.31 -0.42 0.218
H -2.77 -1.15 -1.29 0.226
H -3.47 -2.52 -0.47 0.227
H -3.54 1.14 0.49 0.403
H 4.16 -1.31 0.96 0.474
```

net charge	0
frontier orbital gap	7.98	eV
2S+1	1
ΔE to the lowest compared entry with this formula, charge and spin	70.4	kcal per mole
SMILES string	CSN/C=N\c1ccc(O)cc1

[8]
Computed, not measured: 2 unconnected molecules or ions with the total composition C8H10N2S, with ωB97M-V/def2-TZVPD.

Structure (XYZ):
```
21
Properties=species:S:1:pos:R:3:nbo_charge:R:1
C -2.47 0.88 1.03 -0.223
C -1.83 -0.30 1.38 -0.251
C -2.12 1.26 -0.25 -0.336
C -1.12 -0.77 0.28 -0.371
C -0.23 -1.73 0.26 0.595
C -1.32 0.25 -0.74 0.200
C 2.33 0.48 0.95 -0.259
C 2.68 0.39 -0.51 -0.695
N 0.41 -2.73 0.28 -0.585
N -0.77 0.13 -2.07 -0.831
S 3.07 -0.28 2.16 0.035
H -3.18 1.43 1.70 0.219
H -1.91 -0.73 2.38 0.221
H -2.47 2.12 -0.85 0.218
H 2.20 1.28 -1.21 0.234
H 2.40 -0.60 -0.95 0.244
H 3.72 0.47 -0.46 0.232
H 1.28 -2.87 0.63 0.401
H 1.38 1.10 1.14 0.205
H -1.17 0.92 -2.58 0.370
H -0.90 -0.70 -2.60 0.377
```

net charge	0
frontier orbital gap	7.10	eV
2S+1	1
ΔE to the lowest compared entry with this formula, charge and spin	69.7	kcal per mole
SMILES string	N=C=C1C=CC=C1N.CC=S

Number 1: energy -420.31550 hartree. Number 2: energy -420.25132 hartree. Number 3: energy -570.47371 hartree. Number 4: energy -968.74080 hartree. Number 5: energy -645.22557 hartree. Number 6: energy -1043.91009 hartree. Number 7: energy -893.66303 hartree. Number 8: energy -818.40365 hartree.